Run a
# C5H3N

A cluster of 2 separate species, C5H3N in total (wB97M-V/def2-TZVPD, the OMol25 dataset).

Computed properties:
Multiplicity: 1
Highest occupied orbital energy, eV: -9.171
Charge: 0
SMILES: C#CC#C.C#N

Last column: Mulliken charge in e.
Element x y z (Å)
1 C 0.78 0.68 -2.00  -0.1777
2 C 0.00 0.60 -1.07  -0.1554
3 C -2.03 1.03 0.38  -0.5405
4 C 1.27 -1.75 1.58  -0.0892
5 C -0.97 0.68 -0.11  0.0739
6 N 0.55 -1.03 1.06  -0.2074
7 H 1.38 1.01 -2.77  0.4767
8 H -2.98 1.29 0.84  0.3671
9 H 2.00 -2.52 2.10  0.2525

***

Run b
# C5H3N

A structure of composition C5H3N (wB97M-V/def2-TZVPD, the OMol25 dataset).

Computed properties:
Multiplicity: 1
Highest occupied orbital energy (alpha / beta), eV: -8.501 / -8.394
Charge: 0

Last column: Mulliken charge in e.
Element x y z (Å)
1 C 0.52 0.36 1.31  0.3931
2 C 0.70 1.20 0.25  -0.4052
3 C -0.76 -1.05 0.77  0.3640
4 C -0.04 0.60 -0.89  -0.2607
5 C 0.11 -0.85 1.86  -0.6099
6 N -0.97 -0.57 -0.34  -0.4922
7 H -0.80 1.15 -1.30  0.3120
8 H 0.45 0.30 -1.84  0.3164
9 H 0.30 -1.41 2.72  0.3824

***

On energetic grounds, run a is preferred over the next structure by 0.0901 hartree.

***

Run a
# C5H8O

The ion C5H8O with charge -1 (wB97M-V/def2-TZVPD, the OMol25 dataset).

Computed properties:
Multiplicity: 2
Highest occupied orbital energy (alpha / beta), eV: -0.107 / -2.021
Charge: -1

Last column: Mulliken charge in e.
Element x y z (Å)
1 C 1.16 0.15 -1.96  -0.8761
2 C 0.76 0.50 -0.52  -0.5365
3 C -0.24 -0.27 0.01  0.4223
4 O -1.10 -0.95 -0.87  -0.5583
5 C -0.63 -0.06 1.42  -0.3895
6 C 0.17 0.67 2.35  -1.0920
7 H 0.79 -0.84 -2.20  0.2631
8 H 0.54 0.86 -2.63  0.1499
9 H 2.26 0.14 -2.06  0.2993
10 H 0.76 1.59 -0.36  0.1626
11 H -2.00 -1.09 -0.65  0.2745
12 H -1.51 -0.68 1.70  0.2021
13 H 1.11 0.93 2.03  0.4884
14 H -0.43 0.80 3.31  0.1903

***

Run b
# C5H8O

The ion C5H8O with charge -1 (wB97M-V/def2-TZVPD, the OMol25 dataset).

Computed properties:
Multiplicity: 2
Highest occupied orbital energy (alpha / beta), eV: -0.167 / -1.746
Charge: -1

Last column: Mulliken charge in e.
Element x y z (Å)
1 C 0.87 -1.43 1.23  -1.1412
2 C 0.75 -0.16 0.42  -0.4854
3 C -0.11 -0.04 -0.67  0.3082
4 O -0.19 -1.12 -1.62  -0.5421
5 C -0.90 1.06 -1.09  -0.4444
6 C -0.99 2.22 -0.34  -0.8238
7 H 0.06 -2.11 0.94  0.3600
8 H 1.83 -1.97 1.12  0.2218
9 H 0.71 -1.27 2.30  0.2767
10 H 1.47 0.62 0.68  0.3102
11 H 0.09 -1.91 -1.15  0.2339
12 H -1.63 0.75 -1.83  0.2681
13 H -0.21 2.35 0.39  0.2152
14 H -1.74 3.00 -0.37  0.2430

***

On energetic grounds, run b is preferred over the next structure by 0.0271 hartree.

***

Run a
# C2H2NO2P

The molecule C2H2NO2P (wB97M-V/def2-TZVPD, the OMol25 dataset).

Computed properties:
Multiplicity: 1
Highest occupied orbital energy, eV: -10.309
Charge: 0
SMILES: O=c1cn[pH]o1

Last column: Mulliken charge in e.
Element x y z (Å)
1 C -0.10 -0.88 0.45  0.0009
2 C 1.01 -0.04 0.09  0.6675
3 N -1.20 -0.26 0.61  -0.5276
4 O 2.11 -0.44 -0.08  -0.4980
5 O 0.58 1.18 -0.33  -0.3141
6 P -1.06 1.36 0.03  0.1631
7 H 0.08 -1.91 0.56  0.4114
8 H -1.43 0.99 -1.34  0.0969

***

Run b
# C2H2NO2P

The molecule C2H2NO2P (wB97M-V/def2-TZVPD, the OMol25 dataset).

Computed properties:
Multiplicity: 1
Highest occupied orbital energy (alpha / beta), eV: -9.661 / -9.660
Charge: 0
SMILES: Oc1conp1

Last column: Mulliken charge in e.
Element x y z (Å)
1 C 0.56 -0.80 0.01  -0.1518
2 C -0.45 0.12 -0.21  0.2399
3 N 1.28 0.89 1.36  -0.1626
4 O 1.48 -0.36 0.88  -0.1456
5 O -1.59 -0.14 -1.00  -0.5474
6 P 0.02 1.62 0.63  0.0443
7 H 0.73 -1.88 -0.10  0.3766
8 H -2.02 0.55 -1.57  0.3465

***

Run c
# C2H2NO2P

The molecule C2H2NO2P (wB97M-V/def2-TZVPD, the OMol25 dataset).

Computed properties:
Multiplicity: 1
Highest occupied orbital energy, eV: -8.938
Charge: 0
SMILES: Oc1copn1

Last column: Mulliken charge in e.
Element x y z (Å)
1 C -0.45 0.34 -0.87  -0.0420
2 C 0.17 -0.43 0.06  0.2686
3 N 0.49 0.39 1.33  -0.4057
4 O -0.78 1.60 -0.35  -0.3036
5 O 0.51 -1.70 0.00  -0.5333
6 P -0.30 1.80 1.24  0.2650
7 H -1.00 0.12 -1.78  0.3636
8 H 1.36 -2.13 0.38  0.3875

***

On energetic grounds, run a is preferred over the next structure by 0.0241 hartree.

***

Run a
# C6H11N2

The ion C6H11N2 with charge +1 (wB97M-V/def2-TZVPD, the OMol25 dataset).

Computed properties:
Multiplicity: 1
Highest occupied orbital energy, eV: -13.391
Charge: +1
SMILES: C=N/C=C\[N+](C)=C\C

Last column: Mulliken charge in e.
Element x y z (Å)
1 C -0.36 -1.53 0.31  -0.6646
2 C -1.63 -1.12 0.11  0.0170
3 C -2.89 0.87 -0.16  -0.2226
4 C 0.49 0.63 0.45  0.4360
5 C 1.44 1.69 0.09  -1.4091
6 C 1.90 -1.12 -0.42  -1.0113
7 N 0.68 -0.63 0.18  0.0922
8 N -1.86 0.16 -0.27  -0.4479
9 H -0.10 -2.56 0.48  0.4754
10 H -2.43 -1.85 0.09  0.4483
11 H -2.91 1.81 -0.69  0.2783
12 H -3.74 0.63 0.47  0.2692
13 H -0.34 0.89 1.09  0.5131
14 H 2.36 1.59 0.67  0.3743
15 H 1.02 2.67 0.30  0.3452
16 H 1.73 1.64 -0.96  0.4004
17 H 2.64 -1.31 0.35  0.3385
18 H 1.69 -2.06 -0.95  0.3986
19 H 2.30 -0.41 -1.13  0.3689

***

Run b
# C6H11N2

The ion C6H11N2 with charge +1 (wB97M-V/def2-TZVPD, the OMol25 dataset).

Computed properties:
Multiplicity: 1
Highest occupied orbital energy (alpha / beta), eV: -14.068 / -14.071
Charge: +1

Last column: Mulliken charge in e.
Element x y z (Å)
1 C 0.52 1.29 -0.82  0.2289
2 C -0.20 1.38 0.47  -0.8918
3 C 1.27 -0.65 0.86  -0.5692
4 C 1.60 -0.80 -0.59  -0.4602
5 C -0.19 -0.10 0.88  0.0898
6 C -2.16 -0.57 -0.55  -0.8845
7 N -0.80 -0.80 -0.20  -0.1648
8 N 0.56 0.03 -1.32  -0.3558
9 H 1.08 2.12 -1.14  0.4116
10 H 0.21 2.14 1.10  0.4281
11 H -1.15 1.85 0.51  0.4035
12 H 1.40 -1.75 1.25  0.3241
13 H 1.81 0.17 1.44  0.3171
14 H 2.58 -0.40 -0.90  0.3320
15 H 1.54 -1.76 -0.95  0.3352
16 H -0.58 -0.46 1.86  0.4324
17 H -2.63 -0.16 0.33  0.3626
18 H -2.20 -0.02 -1.46  0.3230
19 H -2.64 -1.51 -0.77  0.3380

***

Run c
# C6H11N2

The ion C6H11N2 with charge +1 (wB97M-V/def2-TZVPD, the OMol25 dataset).

Computed properties:
Multiplicity: 1
Highest occupied orbital energy, eV: -14.216
Charge: +1

Last column: Mulliken charge in e.
Element x y z (Å)
1 C -2.11 0.27 -0.15  -0.0561
2 C 0.32 -0.03 1.31  -0.9019
3 C 0.23 -0.74 -0.01  0.7893
4 C 0.20 0.72 0.04  0.9000
5 C 0.89 -1.96 -0.60  -1.1902
6 C 1.26 1.73 -0.29  -1.5953
7 N -1.76 -0.96 -0.21  -0.3476
8 N -1.18 1.22 -0.17  -0.1215
9 H -3.22 0.58 -0.03  0.3655
10 H -0.43 -0.28 2.05  0.2653
11 H 1.38 -0.08 1.76  0.2660
12 H 0.60 -2.20 -1.71  0.3119
13 H 0.75 -2.83 0.08  0.3182
14 H 2.02 -1.90 -0.64  0.3538
15 H 1.54 1.73 -1.29  0.3626
16 H 2.17 1.59 0.21  0.4019
17 H 0.84 2.73 -0.04  0.4024
18 H -2.28 -1.83 -0.13  0.2271
19 H -1.22 2.23 -0.18  0.2485

***

On energetic grounds, run a is preferred over the next structure by 0.0316 hartree.

***

Run a
# C6H11N2

A structure of composition C6H11N2 (wB97M-V/def2-TZVPD, the OMol25 dataset).

Computed properties:
Multiplicity: 1
Highest occupied orbital energy, eV: -14.954
Charge: +1

Last column: Mulliken charge in e.
Element x y z (Å)
1 C 1.58 1.74 0.00  -0.9679
2 C 0.10 1.97 -0.49  -0.0946
3 C -0.37 0.72 -1.16  -1.3133
4 C -0.41 -0.59 -0.33  0.8891
5 C -1.54 -0.80 0.42  -0.3823
6 N -1.27 -2.01 1.15  -0.1832
7 C 0.20 -2.14 0.82  -0.4085
8 N 0.65 -1.38 -0.33  -0.2481
9 H 2.41 2.46 -0.30  0.2990
10 H 1.83 0.85 -0.56  0.3007
11 H 1.73 1.52 1.11  0.2283
12 H -0.06 2.96 -1.04  0.3495
13 H -0.53 1.93 0.52  0.1832
14 H 0.32 0.33 -2.05  0.3659
15 H -1.36 0.90 -1.57  0.4833
16 H -2.53 -0.48 0.33  0.4365
17 H -1.88 -2.82 1.00  0.3634
18 H 0.75 -1.83 1.71  0.3327
19 H 0.38 -3.31 0.75  0.3661

***

Run b
# C6H11N2

The ion C6H11N2 with charge +1 (wB97M-V/def2-TZVPD, the OMol25 dataset).

Computed properties:
Multiplicity: 1
Highest occupied orbital energy, eV: -14.328
Charge: +1

Last column: Mulliken charge in e.
Element x y z (Å)
1 C 2.70 0.61 -0.09  -0.9857
2 C 1.35 1.28 -0.07  -0.7345
3 C 0.22 0.52 -0.82  -0.4488
4 C -0.53 -0.51 0.00  -0.1600
5 C -0.04 -1.12 1.03  0.0831
6 N -3.19 -0.18 0.99  -0.5259
7 C -2.93 -0.98 0.05  0.1525
8 N -1.68 -1.08 -0.68  -0.1688
9 H 3.34 1.10 0.63  0.3303
10 H 2.53 -0.41 0.33  0.2744
11 H 3.03 0.44 -1.11  0.3385
12 H 1.46 2.21 -0.67  0.3504
13 H 0.97 1.59 0.91  0.4222
14 H 0.63 0.07 -1.72  0.3439
15 H -0.50 1.28 -1.15  0.3233
16 H 0.21 -1.11 2.09  0.3827
17 H -2.41 -0.03 1.63  0.2686
18 H -3.66 -1.64 -0.40  0.3954
19 H -1.49 -2.05 -0.93  0.3582

***

Run c
# C6H11N2

A cluster of 2 separate species, C6H11N2 in total (wB97M-V/def2-TZVPD, the OMol25 dataset).

Computed properties:
Multiplicity: 1
Highest occupied orbital energy, eV: -13.032
Charge: +1

Last column: Mulliken charge in e.
Element x y z (Å)
1 C 2.42 0.37 0.26  -0.7651
2 C 0.90 -2.55 -0.91  -0.5999
3 C 1.88 -0.22 -0.88  -0.2819
4 C 1.00 -1.28 -0.77  0.2893
5 C -0.94 -0.03 -0.09  0.3791
6 C -1.50 2.04 1.09  -1.0029
7 N -0.62 1.10 0.43  -0.0639
8 N -2.08 -0.67 -0.23  -0.3486
9 H 3.21 1.09 0.19  0.3024
10 H 2.04 0.07 1.25  0.3933
11 H 0.19 -3.35 -1.06  0.3134
12 H 1.65 -3.14 -1.27  0.3454
13 H 1.88 0.26 -1.80  0.3524
14 H -2.09 2.70 0.37  0.2995
15 H -2.24 1.41 1.66  0.3537
16 H -0.93 2.67 1.79  0.3389
17 H 0.33 1.31 0.38  0.2045
18 H -2.13 -1.68 -0.40  0.2322
19 H -2.97 -0.10 -0.02  0.2583

***

On energetic grounds, run a is preferred over the next structure by 0.0216 hartree.

***

Run a
# C2H9NSi

A cluster of 2 separate species, C2H9NSi in total (wB97M-V/def2-TZVPD, the OMol25 dataset).

Computed properties:
Multiplicity: 1
Highest occupied orbital energy, eV: -8.181
Charge: 0

Last column: Mulliken charge in e.
Element x y z (Å)
1 C -2.36 -1.82 -0.18  -0.6711
2 C 1.86 2.17 0.07  -0.9570
3 N -0.96 -1.63 0.20  -0.0971
4 Si -0.22 -2.06 1.68  -0.1242
5 H -3.00 -1.90 0.69  0.2742
6 H -2.74 -1.01 -0.78  0.2789
7 H -2.37 -2.85 -0.78  0.2122
8 H 1.57 1.08 0.14  0.1249
9 H 1.00 2.49 -0.46  0.2936
10 H 2.64 2.38 -0.60  0.2689
11 H -0.33 -1.41 -0.56  0.2323
12 H 1.79 2.59 1.00  0.2698
13 H 1.07 -1.02 1.58  -0.1053

***

Run b
# C2H9NSi

A cluster of 2 separate species, C2H9NSi in total (wB97M-V/def2-TZVPD, the OMol25 dataset).

Computed properties:
Multiplicity: 1
Highest occupied orbital energy (alpha / beta), eV: -8.858 / -7.663
Charge: 0

Last column: Mulliken charge in e.
Element x y z (Å)
1 C 2.20 0.48 -0.22  -0.7365
2 C -2.78 0.31 -0.52  -1.1781
3 N 0.74 0.24 -0.03  -0.2061
4 Si -0.14 -0.92 1.00  0.0874
5 H 2.61 0.53 -1.30  0.2758
6 H 2.59 1.22 0.46  0.2781
7 H 2.72 -0.48 0.06  0.2522
8 H -3.21 -0.50 -0.04  0.3917
9 H -2.80 1.25 -0.19  0.3819
10 H -2.35 0.19 -1.43  0.3752
11 H 0.12 1.00 -0.47  0.2290
12 H 0.77 -0.99 2.20  -0.0951
13 H -0.47 -2.33 0.49  -0.0555

***

On energetic grounds, run a is preferred over the next structure by 0.0876 hartree.